Entry 1:
The following is a DFT calculation (wB97M-V/def2-TZVPD) of C41H35N8O3S3Ta as an isolated structure in a non-equilibrium geometry.

Each line ends with the Mulliken charge.
Geometry (Å):
Ta1 0.705 -0.305 -0.120  -0.4332
C1 -1.945 -2.728 -3.187  -1.4612
C2 -2.252 -1.949 -1.953  0.7562
N1 -2.305 -0.673 -2.025  -0.4693
N2 -2.823 0.007 -0.986  -0.2425
C3 -2.292 0.983 -0.401  0.5267
S1 -0.590 1.605 -0.686  -0.5687
S2 -3.090 1.959 0.798  0.1100
C4 -4.559 0.945 1.251  -0.4929
C5 -4.747 0.949 2.741  0.2678
C6 -5.895 1.491 3.306  -0.5058
C7 -6.081 1.460 4.681  -0.6442
C8 -5.121 0.889 5.501  -0.4234
C9 -3.964 0.359 4.944  -0.8257
C10 -3.779 0.392 3.573  0.2146
C11 -2.472 -2.662 -0.662  0.6061
C12 -3.472 -3.602 -0.459  -0.8786
C13 -3.683 -4.145 0.801  -0.8895
C14 -2.880 -3.773 1.869  -0.8540
C15 -1.846 -2.870 1.681  -0.6570
C16 -1.653 -2.317 0.425  0.4896
O1 -0.638 -1.430 0.202  1.5328
H1 -1.740 -2.053 -4.017  0.3283
H2 -2.808 -3.347 -3.444  0.5429
H3 -1.101 -3.403 -3.031  0.2348
H4 -4.346 -0.048 0.863  0.1397
H5 -5.420 1.359 0.734  0.5047
H6 -6.650 1.931 2.665  0.3851
H7 -6.977 1.886 5.112  0.3948
H8 -5.270 0.861 6.572  0.3987
H9 -3.206 -0.075 5.585  0.4168
H10 -2.874 -0.010 3.130  0.3738
H11 -4.114 -3.884 -1.283  0.4848
H12 -4.480 -4.860 0.953  0.4763
H13 -3.053 -4.187 2.853  0.5083
H14 -1.188 -2.578 2.491  0.5930
C17 -0.372 6.724 1.274  -1.4380
C18 0.281 5.388 1.441  0.8282
C19 1.587 5.168 0.999  -1.1026
C20 2.177 3.923 1.112  -0.5106
C21 1.444 2.880 1.667  0.7037
C22 0.152 3.076 2.143  -0.5913
C23 -0.411 4.332 2.038  -0.7149
S3 2.108 1.251 1.596  1.1941
O2 0.958 0.312 1.850  -0.6692
O3 3.261 1.026 2.392  -0.6346
N3 2.319 0.828 0.032  0.7279
C24 3.457 1.167 -0.754  0.6430
C25 4.587 1.809 -0.253  -1.0989
C26 5.608 2.113 -1.139  -0.6914
C27 5.476 1.763 -2.472  -0.9546
C28 4.331 1.087 -2.858  -0.2078
N4 3.339 0.790 -2.023  0.1823
H15 0.329 7.470 0.905  0.3783
H16 -0.784 7.077 2.219  0.3778
H17 -1.200 6.657 0.565  0.3199
H18 2.153 5.979 0.562  0.3967
H19 3.193 3.769 0.780  0.4502
H20 -0.398 2.261 2.595  0.6338
H21 -1.413 4.494 2.414  0.4863
H22 4.677 2.020 0.802  0.6533
H23 6.500 2.609 -0.781  0.4695
H24 6.248 2.000 -3.190  0.4326
H25 4.199 0.764 -3.885  0.4439
N5 2.029 -2.345 -3.741  0.0967
C29 1.718 -2.185 -2.460  -1.2303
N6 1.038 -1.071 -2.233  1.1463
C30 0.901 -0.446 -3.493  0.5793
C31 0.286 0.730 -3.917  -0.7838
C32 0.347 1.045 -5.258  -0.9432
C33 1.003 0.230 -6.188  -0.6698
C34 1.606 -0.944 -5.795  -1.1331
C35 1.534 -1.259 -4.444  0.7333
H26 2.543 -3.116 -4.136  0.2761
H27 1.993 -2.896 -1.700  0.7433
H28 -0.231 1.378 -3.235  0.4090
H29 -0.127 1.953 -5.606  0.4494
H30 1.032 0.523 -7.228  0.4448
H31 2.117 -1.588 -6.498  0.4893
N7 6.220 -3.339 2.799  -0.3890
C36 5.186 -3.406 2.305  -0.2763
C37 3.902 -3.518 1.681  0.1379
C38 3.328 -4.771 1.478  -0.3113
C39 2.090 -4.840 0.857  -1.2164
C40 1.471 -3.665 0.473  -0.5644
N8 2.025 -2.459 0.665  0.2581
C41 3.214 -2.386 1.261  -0.3997
H32 3.842 -5.664 1.806  0.5480
H33 1.610 -5.791 0.678  0.5197
H34 0.493 -3.683 0.008  0.8748
H35 3.632 -1.398 1.415  0.5637

Summary:
ΔE to the lowest compared entry with this formula, charge and spin	18.66	kcal per mole
LUMO level	-6.65	eV
E_HOMO	-12.847	eV
net charge	+2
E_tot	-95194.24017	eV
max |F|	2.7	eV Å⁻¹
orbital gap	0.2279	Ha

Entry 2:
The following is a DFT calculation (wB97M-V/def2-TZVPD) of C41H36BeN3O2SSb as an isolated structure.

Each line ends with the Mulliken charge.
Geometry (Å):
Be1 0.467 0.249 -0.931  -1.1937
C1 -1.614 2.528 -3.839  -1.3930
C2 -0.619 3.403 -3.137  1.2045
C3 -0.377 4.676 -3.635  -0.8933
C4 0.519 5.526 -3.019  -0.8589
C5 1.209 5.085 -1.906  -0.9859
C6 0.977 3.826 -1.371  0.9185
C7 1.722 3.412 -0.143  -1.0143
C8 0.033 2.985 -1.968  -0.2219
N1 -0.330 1.730 -1.407  1.7238
C9 -1.648 1.656 -1.122  -0.3758
O1 -2.459 2.569 -1.068  -0.7242
C10 -2.058 0.219 -1.010  1.0250
C11 -3.276 -0.327 -1.390  -1.2658
C12 -3.312 -1.686 -1.686  -1.0037
C13 -2.143 -2.440 -1.650  -0.9620
C14 -0.971 -1.815 -1.242  0.5701
N2 -0.999 -0.553 -0.859  0.8159
C15 0.450 -2.250 -1.491  0.0012
O2 0.765 -3.422 -1.632  -0.7179
N3 1.220 -1.154 -1.629  1.4382
C16 2.480 -1.385 -2.258  -1.2955
C17 3.662 -1.527 -1.531  1.0701
C18 3.658 -1.483 -0.035  -1.0730
C19 4.854 -1.738 -2.210  -0.9444
C20 4.888 -1.824 -3.588  -0.7578
C21 3.709 -1.716 -4.302  -1.0259
C22 2.501 -1.507 -3.653  1.4708
C23 1.215 -1.459 -4.423  -1.1202
H1 -1.637 2.748 -4.903  0.5651
H2 -1.387 1.471 -3.700  0.0551
H3 -2.606 2.714 -3.426  0.2634
H4 -0.923 5.006 -4.509  0.4384
H5 0.676 6.527 -3.395  0.3921
H6 1.927 5.730 -1.419  0.4044
H7 2.477 4.145 0.124  0.4656
H8 1.046 3.302 0.703  0.2186
H9 2.206 2.450 -0.295  0.1133
H10 -4.129 0.321 -1.508  0.6501
H11 -4.234 -2.137 -2.024  0.5097
H12 -2.111 -3.467 -1.973  0.6400
H13 2.830 -2.076 0.350  -0.0469
H14 4.591 -1.874 0.367  0.5060
H15 3.532 -0.458 0.308  0.2602
H16 5.765 -1.854 -1.636  0.4081
H17 5.826 -1.987 -4.100  0.3966
H18 3.728 -1.798 -5.381  0.4030
H19 1.408 -1.376 -5.489  0.4687
H20 0.652 -2.376 -4.241  0.2515
H21 0.601 -0.619 -4.095  -0.0552
S1 1.216 0.502 1.089  -0.5334
Sb1 -0.442 -0.380 2.399  1.2704
C24 -1.013 -2.375 1.819  0.2439
C25 0.023 -3.271 1.612  -0.2577
C26 -0.242 -4.524 1.086  -0.6714
C27 -1.544 -4.870 0.765  -0.4672
C28 -2.579 -3.977 0.993  -0.9305
C29 -2.318 -2.720 1.518  -0.1765
C30 0.600 -0.499 4.280  0.7563
C31 0.010 -1.009 5.424  -0.5043
C32 0.738 -1.048 6.602  -0.6127
C33 2.043 -0.585 6.636  -0.4673
C34 2.630 -0.082 5.487  -0.7478
C35 1.906 -0.036 4.309  -0.4155
C36 -2.135 0.952 2.589  0.7323
C37 -3.247 0.644 3.356  -0.7436
C38 -4.284 1.560 3.438  -0.5943
C39 -4.229 2.751 2.733  -0.6993
C40 -3.112 3.056 1.975  -0.4477
C41 -2.052 2.166 1.927  -0.3562
H22 1.042 -2.983 1.845  0.3316
H23 0.566 -5.220 0.913  0.4296
H24 -1.752 -5.834 0.322  0.4312
H25 -3.595 -4.250 0.748  0.4275
H26 -3.124 -2.011 1.658  0.4519
H27 -1.008 -1.378 5.406  0.3280
H28 0.282 -1.441 7.499  0.3904
H29 2.601 -0.614 7.560  0.3828
H30 3.648 0.277 5.502  0.4119
H31 2.352 0.359 3.405  0.4095
H32 -3.313 -0.295 3.890  0.3718
H33 -5.143 1.337 4.052  0.4105
H34 -5.059 3.442 2.776  0.4009
H35 -3.061 3.971 1.405  0.4489
H36 -1.165 2.417 1.361  0.2772

Summary:
ΔE to the lowest compared entry with this formula, charge and spin	14.95	kcal per mole
LUMO level	-0.21	eV
E_HOMO	-7.932	eV
net charge	0
E_tot	-69444.70988	eV
max |F|	0.9	eV Å⁻¹
orbital gap	0.2837	Ha